1.
Density functional theory data (ωB97M-V with the def2-TZVPD basis set) for C21H42Al2BBr5F2N5O11P as an isolated structure.

Values from the calculation:
* E_HOMO: -11.6 eV
* DFT total energy: -15846.734440 a.u.
* charge: +2
* orbital gap: 0.0608 hartree
* molar mass: 1073.857 g mol⁻¹

Geometry (Å):
C (8.193, 0.414, 0.022)
C (7.213, 1.100, -0.950)
O (7.409, 2.287, -1.146)
N (6.142, 0.428, -1.550)
C (6.004, 0.837, -2.977)
C (6.216, -1.049, -1.474)
C (5.378, -1.600, -0.302)
C (3.999, -0.963, -0.273)
C (3.166, -1.338, -1.504)
N (1.730, -1.326, -1.187)
N (1.080, -2.502, -1.420)
C (-0.146, -2.279, -1.034)
P (-1.388, -3.667, -1.174)
N (-1.344, -4.617, 0.074)
N (-0.292, -1.009, -0.558)
C (-1.573, -0.543, -0.026)
Br (-2.373, -1.991, 1.119)
C (-1.615, 0.765, 0.742)
C (-3.040, 1.004, 1.267)
Br (-0.440, 0.734, 2.304)
C (0.927, -0.402, -0.716)
C (1.286, 1.000, -0.423)
C (2.279, 1.628, -1.452)
C (1.701, 2.902, -2.015)
Br (1.535, 4.313, -0.698)
H (8.406, 1.131, 0.810)
H (7.851, -0.541, 0.444)
H (9.126, 0.266, -0.533)
H (5.041, 0.480, -3.328)
H (6.774, 0.345, -3.567)
H (5.997, 1.908, -3.102)
H (7.230, -1.451, -1.484)
H (5.736, -1.428, -2.370)
H (5.337, -2.684, -0.408)
H (5.883, -1.415, 0.648)
H (4.140, 0.106, -0.191)
H (3.478, -1.285, 0.627)
H (3.401, -0.707, -2.348)
H (3.415, -2.356, -1.774)
H (-1.144, -4.289, -2.396)
H (-2.623, -3.008, -1.341)
H (-1.141, -5.551, -0.279)
H (-2.267, -0.436, -0.856)
H (-1.438, 1.634, 0.120)
H (-3.185, 0.675, 2.286)
H (-3.153, 2.081, 1.283)
H (-3.790, 0.631, 0.575)
H (1.788, 0.999, 0.542)
H (0.447, 1.675, -0.385)
H (3.241, 1.836, -1.003)
H (2.359, 0.982, -2.317)
H (0.685, 2.666, -2.329)
H (2.250, 3.196, -2.934)
Br (-3.414, -2.133, 3.615)
Al (9.542, -1.630, 1.276)
C (-5.453, -5.406, 4.245)
O (-4.385, -5.508, 3.307)
H (-6.083, -6.283, 4.132)
H (-5.067, -5.375, 5.267)
H (-6.052, -4.510, 4.053)
H (-3.832, -4.727, 3.412)
B (-5.143, 5.972, -0.209)
O (-5.186, 5.931, -1.668)
C (-4.562, 4.832, -2.084)
O (-4.406, 4.495, -3.215)
C (-4.076, 4.069, -0.854)
O (-3.473, 3.032, -0.864)
O (-4.434, 4.744, 0.232)
F (-6.500, 5.959, 0.323)
F (-4.517, 7.092, 0.262)
Br (0.955, -3.091, -3.814)
O (-5.030, -1.558, -0.974)
H (-4.120, -1.665, -0.686)
H (-5.552, -1.990, -0.289)
O (4.022, 3.762, -3.271)
H (4.649, 3.994, -2.565)
Al (-6.838, 6.185, 2.424)
C (-3.944, -7.406, 0.610)
C (-3.280, -8.206, -0.617)
O (-2.512, -7.498, -1.266)
O (-3.663, -9.359, -0.666)
H (-3.578, -6.383, 0.624)
H (-5.023, -7.421, 0.476)
H (-3.673, -7.915, 1.531)
C (-3.205, 8.018, 4.842)
O (-4.224, 8.023, 3.838)
H (-2.284, 7.677, 4.377)
H (-3.056, 9.023, 5.238)
H (-3.468, 7.339, 5.656)
H (-5.029, 8.334, 4.262)

2.
Density functional theory data (ωB97M-V with the def2-TZVPD basis set) for C21H42CrN3O3 as an isolated structure.

Values from the calculation:
* energy above the lowest of the compared OMol25 structures with the same formula, charge and spin: 325.2 kJ/mol
* 2S+1: 4
* E_HOMO (spin up / spin down): -7.5 / -7.3 eV
* DFT total energy: -2259.662478 a.u.
* orbital gap (spin up / spin down): 0.2680 / 0.2806 hartree
* <S²>: 3.7724
* molar mass: 436.581 g mol⁻¹

Geometry (Å):
Cr (-0.640, 0.382, -0.165)
C (-4.100, -2.141, -0.812)
C (-3.909, -0.669, -0.482)
C (-4.666, -0.286, 0.766)
O (-2.613, -0.167, -0.494)
H (-4.764, -2.712, -0.164)
H (-3.136, -2.600, -0.592)
H (-4.282, -2.265, -1.880)
H (-4.440, -0.124, -1.262)
H (-4.767, 0.788, 0.923)
H (-4.235, -0.730, 1.664)
H (-5.690, -0.645, 0.668)
C (-0.537, -3.914, 0.230)
C (0.516, -2.771, 0.368)
C (1.877, -3.240, -0.191)
O (0.064, -1.574, -0.111)
H (-0.809, -4.206, -0.785)
H (-1.510, -3.604, 0.613)
H (-0.330, -4.803, 0.825)
H (0.579, -2.568, 1.437)
H (2.704, -2.551, -0.021)
H (1.915, -3.367, -1.273)
H (2.123, -4.203, 0.256)
C (-2.260, 4.382, 0.349)
C (-0.961, 3.852, -0.223)
C (0.339, 4.424, 0.428)
O (-0.927, 2.443, -0.200)
H (-2.536, 3.901, 1.288)
H (-3.145, 4.157, -0.246)
H (-2.174, 5.440, 0.597)
H (-0.944, 4.313, -1.211)
H (1.205, 3.767, 0.349)
H (0.366, 4.611, 1.501)
H (0.468, 5.449, 0.078)
C (2.605, -0.839, -4.603)
C (1.563, -0.001, -5.431)
C (1.027, 1.214, -4.679)
C (0.468, 0.832, -3.362)
N (-0.021, 0.487, -2.365)
H (3.351, -0.212, -4.114)
H (2.997, -1.756, -5.042)
H (2.141, -1.189, -3.681)
H (0.729, -0.635, -5.735)
H (1.999, 0.301, -6.383)
H (0.181, 1.565, -5.270)
H (1.767, 2.013, -4.624)
C (-3.049, -0.711, 4.997)
C (-1.541, -0.957, 5.397)
C (-0.427, -0.095, 4.716)
C (-0.661, 0.085, 3.230)
N (-0.812, 0.292, 2.121)
H (-3.184, -0.768, 3.917)
H (-3.455, 0.232, 5.362)
H (-3.586, -1.550, 5.439)
H (-1.417, -2.026, 5.219)
H (-1.474, -1.067, 6.479)
H (0.514, -0.546, 5.031)
H (-0.433, 0.930, 5.084)
C (5.139, 1.110, 0.548)
C (5.031, -0.023, -0.411)
C (3.736, 0.015, -1.228)
C (2.605, 0.563, -0.416)
N (1.648, 0.939, 0.181)
H (6.088, 1.045, 1.079)
H (4.220, 1.309, 1.099)
H (5.359, 2.013, -0.022)
H (5.090, -0.960, 0.143)
H (5.876, -0.147, -1.089)
H (3.446, -0.910, -1.725)
H (3.699, 0.681, -2.090)

3.
Density functional theory data (ωB97M-V with the def2-TZVPD basis set) for a 7-piece molecular cluster, C21H42N2O10 overall.

Values from the calculation:
* E_HOMO: -9.9 eV
* DFT total energy: -1687.019696 a.u.
* orbital gap: 0.3284 hartree
* molar mass: 482.571 g mol⁻¹

Geometry (Å):
C (2.057, 2.367, 2.542)
C (1.139, 2.361, 1.776)
C (0.321, 2.276, 0.615)
O (0.218, 3.186, -0.155)
O (-0.302, 1.076, 0.364)
C (-1.351, 0.743, 1.224)
O (-0.833, -0.033, 2.322)
N (-1.878, -0.907, 2.791)
O (-1.705, -1.974, 2.368)
C (-2.190, 1.907, 1.683)
C (-2.887, 2.638, 0.742)
C (-3.675, 3.677, 1.169)
C (-3.739, 3.940, 2.524)
N (-3.073, 3.264, 3.457)
C (-2.316, 2.256, 3.009)
H (2.848, 2.514, 3.230)
H (-1.996, 0.077, 0.657)
H (-2.825, 2.394, -0.308)
H (-4.253, 4.273, 0.488)
H (-4.374, 4.748, 2.861)
H (-1.774, 1.682, 3.745)
C (1.805, 4.965, 5.687)
C (1.526, 3.551, 6.163)
O (2.735, 2.818, 6.361)
H (2.377, 4.949, 4.758)
H (0.878, 5.513, 5.516)
H (2.398, 5.511, 6.425)
H (0.949, 3.006, 5.417)
H (0.950, 3.566, 7.094)
H (3.253, 3.279, 7.027)
C (1.092, -3.574, -0.595)
C (0.289, -2.362, -1.022)
O (-0.992, -2.333, -0.386)
H (0.552, -4.490, -0.831)
H (2.062, -3.597, -1.095)
H (1.257, -3.568, 0.483)
H (0.104, -2.380, -2.096)
H (0.831, -1.439, -0.782)
H (-0.840, -2.306, 0.567)
C (3.841, -4.812, -5.238)
C (3.552, -4.803, -3.749)
O (3.695, -3.498, -3.191)
H (4.851, -4.447, -5.431)
H (3.747, -5.817, -5.651)
H (3.149, -4.155, -5.770)
H (4.254, -5.444, -3.219)
H (2.539, -5.172, -3.553)
H (3.072, -2.919, -3.639)
C (-1.981, -0.541, -4.013)
C (-2.515, 0.532, -3.084)
O (-2.859, 0.001, -1.807)
H (-2.717, -1.335, -4.139)
H (-1.738, -0.127, -4.993)
H (-1.078, -0.994, -3.597)
H (-3.424, 0.972, -3.493)
H (-1.775, 1.332, -2.959)
H (-2.061, -0.393, -1.434)
C (-0.492, -7.737, 0.352)
C (0.306, -7.274, 1.558)
O (0.432, -5.855, 1.591)
H (-0.019, -7.395, -0.569)
H (-0.567, -8.825, 0.325)
H (-1.502, -7.322, 0.375)
H (1.318, -7.674, 1.523)
H (-0.165, -7.620, 2.484)
H (-0.455, -5.483, 1.635)
C (-0.735, 6.466, -2.920)
C (0.554, 5.732, -3.250)
O (1.151, 5.173, -2.089)
H (-0.545, 7.258, -2.196)
H (-1.179, 6.907, -3.815)
H (-1.462, 5.782, -2.475)
H (1.282, 6.419, -3.679)
H (0.363, 4.938, -3.982)
H (0.523, 4.553, -1.702)